# 1
63
Properties=species:S:1:pos:R:3:forces:R:3:lowdin_charge:R:1 method="wB97M-V/def2-TZVPD" e_tot_ev=-123367.140 charge=-1 e_homo_ev=-3.3881 fmax_ev_per_a=6.8
C -1.25817 4.22832 1.25284 0.12 -0.44 0.25 -0.011
C -1.98473 5.18106 1.43159 -1.66 0.46 -0.13 -0.212
C -3.05642 6.32165 1.41912 0.65 -0.14 1.05 -0.212
O -4.38502 5.90647 1.69416 1.56 -0.45 0.27 -0.045
C -4.58533 4.50270 1.63275 -0.76 -0.74 -0.42 -0.288
O -5.33824 4.11139 0.82219 -0.45 -0.23 -0.35 0.171
H -0.48470 3.46401 0.99779 -1.02 0.38 1.13 0.061
H -2.78133 7.05202 2.26536 -2.46 -1.33 -1.53 0.061
H -3.02795 6.94281 0.47653 0.25 -0.93 0.52 0.139
H -4.12860 3.76163 2.33393 0.33 1.31 0.07 0.172
F 0.25091 2.42443 3.05250 -0.70 1.49 1.32 -0.240
P 1.72420 1.83833 2.59948 1.08 -2.10 0.02 0.278
F 2.44586 0.54608 3.25166 -0.52 -1.25 -0.33 -0.169
F 0.67116 0.79680 1.92991 0.11 -0.53 -1.31 -0.185
F 2.26394 2.40169 4.03248 0.11 1.92 0.35 -0.204
F 2.00828 3.35054 2.03175 -1.31 2.13 0.00 -0.246
F 2.65582 1.58687 1.29427 0.78 -0.96 -0.22 -0.179
Mg -0.09238 5.30516 -0.37287 0.92 1.19 -1.10 0.591
F -7.75484 3.74169 -1.00055 0.10 -1.10 -0.58 -0.227
Al -7.40848 2.09727 -1.45728 0.33 0.03 0.75 -0.049
F -8.40950 1.66543 -2.82424 0.40 0.29 0.41 -0.239
F -7.75306 1.03146 -0.12931 0.16 0.75 -1.07 -0.219
F -5.73249 1.95370 -1.91531 -1.21 0.12 0.00 -0.211
Na -1.22922 7.35132 2.59299 2.94 0.40 0.51 0.528
B -3.85298 -0.19052 -5.68158 1.63 -1.13 0.28 -0.869
O -2.91349 -0.64444 -4.65859 -0.67 0.07 -0.80 0.252
C -2.44187 -1.84362 -5.04030 0.99 0.30 1.77 -0.379
O -1.65284 -2.49155 -4.42885 -0.18 -0.04 -0.29 0.211
C -3.06898 -2.21746 -6.33979 -0.35 -0.91 -1.44 -0.385
O -2.87733 -3.21751 -6.96274 -0.10 0.18 0.10 0.179
O -3.90478 -1.23561 -6.71554 -0.39 0.55 0.32 0.206
O -5.21017 0.03571 -5.10295 -0.69 1.13 -0.75 0.254
C -5.51056 1.30119 -5.32060 -0.50 -1.23 1.76 -0.417
O -6.55335 1.82470 -4.97811 -0.08 -0.57 -0.79 -0.061
C -4.39174 1.97339 -6.04299 2.15 0.98 -0.87 -0.401
O -4.38003 3.13064 -6.38268 -0.82 -0.10 -0.04 0.150
O -3.42639 1.10738 -6.25756 -1.15 0.17 0.33 0.277
C 3.69545 -1.65502 -0.10004 -0.04 -0.43 0.50 -0.823
O 2.72236 -1.45333 0.66334 0.24 -0.72 -0.01 -0.016
O 3.84908 -0.63325 -1.02094 -0.30 0.30 -0.05 0.016
O 4.50515 -2.59652 -0.14902 0.07 -0.07 0.01 -0.032
H 3.08667 -0.12921 -0.68028 0.28 0.57 -0.50 0.075
K -7.80877 3.15641 -6.49923 -0.17 1.16 0.19 0.970
O 6.64554 -1.91933 2.57780 1.54 -1.23 -0.88 0.046
C 7.77811 -2.33873 2.18574 0.14 5.21 4.08 -0.295
C 7.55272 -3.64674 1.14346 -1.30 -5.04 -4.43 -0.300
O 8.67515 -4.08944 0.75531 -0.34 1.00 0.91 -0.018
H 8.47692 -2.70685 2.95774 -0.53 -1.19 0.05 0.119
H 8.41007 -1.62929 1.62528 -0.60 -0.26 -1.15 0.125
H 6.86711 -3.26735 0.36239 0.43 1.33 0.14 0.120
H 6.90300 -4.34114 1.69419 0.46 0.30 1.32 0.100
N 5.07274 -4.78709 3.26562 -0.16 -0.19 0.63 0.078
C 5.14399 -4.39735 4.54715 -0.04 -0.14 -0.52 -0.135
C 4.21644 -4.77031 5.50952 0.10 0.04 -0.01 -0.082
C 3.16154 -5.58299 5.13167 -0.10 -0.05 0.15 -0.097
C 3.07033 -5.99474 3.81575 -0.03 -0.02 0.05 -0.079
C 4.04667 -5.57229 2.92938 0.36 0.21 -0.28 -0.131
H 5.98411 -3.75839 4.79694 -0.05 0.04 -0.01 0.100
H 4.31997 -4.43053 6.53200 0.01 0.04 -0.03 0.094
H 2.41804 -5.89222 5.85754 0.01 0.03 -0.02 0.098
H 2.25988 -6.62948 3.48210 0.02 0.04 -0.04 0.097
H 4.01835 -5.87110 1.88707 -0.08 0.04 0.01 0.110
Na -7.49575 -0.15885 -6.76991 0.48 -0.61 0.69 0.781

# 2
17
Properties=species:S:1:pos:R:3:forces:R:3:lowdin_charge:R:1 method="wB97M-V/def2-TZVPD" e_tot_ev=-20712.026 de_lowest_kcal_mol=69.3 charge=0 e_homo_ev=-9.3277 fmax_ev_per_a=4.0
C 0.50800 -0.85701 0.26173 -1.40 0.56 0.40 -0.546
C -0.32851 -0.03170 -1.96783 -2.22 -2.16 2.56 -0.088
C -1.27462 0.98703 0.22688 -0.75 0.27 0.91 -0.153
C -0.10548 0.31861 -0.52060 1.22 1.87 1.21 -0.754
N 0.51878 -0.69869 1.58841 -0.62 -0.37 -0.21 -0.005
O 0.80845 -1.90685 -0.22062 0.86 -1.88 -1.35 0.098
O 0.94465 -1.71136 2.44731 0.61 0.34 -1.44 0.026
S 1.10548 1.73550 -0.45966 2.05 -0.58 0.79 0.770
H -0.75157 0.77850 -2.44260 -0.43 1.84 -1.47 0.056
H 0.53006 -0.45992 -2.35593 1.63 -0.44 -1.13 0.063
H -1.11506 -0.82766 -1.96336 0.51 0.41 -0.18 0.117
H -1.80173 1.77062 -0.39750 0.94 -0.70 0.63 0.096
H -2.00947 0.18240 0.35666 -0.22 0.33 0.62 0.083
H -0.92318 1.50126 1.25732 -1.13 -1.36 -2.48 0.111
H 0.51150 0.23771 1.85203 0.19 1.31 1.79 0.088
H 1.42494 -2.25469 1.77113 -0.25 -0.12 0.76 0.115
H 1.95777 1.23625 0.56661 -1.00 0.68 -1.39 -0.076

# 3
9
Properties=species:S:1:pos:R:3:forces:R:3:lowdin_charge:R:1 method="wB97M-V/def2-TZVPD" e_tot_ev=-11241.825 multiplicity=2 de_lowest_kcal_mol=42.2 charge=+1 e_homo_ev="-13.1220 / -13.1573" s_squared=0.7571 fmax_ev_per_a=2.7
O -0.75502 -1.18192 -0.15086 -1.20 -1.91 -0.10 0.015
O 1.17876 -0.52671 0.71787 0.25 -1.33 1.32 0.013
C -1.22540 0.10928 -0.46333 1.63 2.09 0.68 -0.121
C -0.32175 1.00164 -0.90868 -1.65 -0.17 -0.60 0.063
C 0.27058 -1.32967 0.61343 0.87 1.71 -1.18 -0.210
H -2.20141 0.33565 -0.03548 0.38 -0.31 0.16 0.130
H 0.39365 0.73407 -1.68816 0.60 -0.08 1.01 0.092
H -0.48322 2.05565 -0.67830 -0.35 -0.19 -0.76 0.082
Ag 3.14382 -1.19799 2.59350 -0.54 0.19 -0.53 0.936

# 4
10
Properties=species:S:1:pos:R:3:forces:R:3:lowdin_charge:R:1 method="wB97M-V/def2-TZVPD" e_tot_ev=-8202.599 de_lowest_kcal_mol=29.7 charge=0 e_homo_ev=-8.6744 fmax_ev_per_a=0.4
O 1.75791 1.02237 -0.39483 0.15 -0.07 0.14 0.044
C 0.55977 0.40630 -0.20210 -0.35 -0.20 0.04 -0.336
C 0.15917 -0.48083 0.77282 0.00 0.01 -0.10 -0.050
N -1.13807 -0.77454 0.47984 -0.05 -0.10 0.11 -0.058
N -1.59377 -0.14692 -0.60224 0.21 0.08 0.02 0.022
C -0.56857 0.57671 -1.03298 0.04 0.02 -0.05 -0.102
H 2.37410 0.72693 0.28558 -0.04 0.09 -0.13 0.106
H 0.67755 -0.94037 1.60314 -0.07 0.14 -0.10 0.116
H -1.75745 -1.38202 0.99059 0.11 0.09 -0.09 0.147
H -0.65521 1.18348 -1.92436 0.01 -0.06 0.16 0.111

# 5
14
Properties=species:S:1:pos:R:3:forces:R:3:lowdin_charge:R:1 method="wB97M-V/def2-TZVPD" e_tot_ev=-11415.227 de_lowest_kcal_mol=211.8 charge=0 e_homo_ev=-9.8722 fmax_ev_per_a=6.8
C -1.02123 -0.17126 0.17447 -1.68 -2.70 0.53 -0.133
C 0.22747 0.10766 1.04685 -1.06 2.23 4.40 -0.345
C 0.13849 0.50897 -0.33452 1.25 2.67 -3.07 -0.464
C 1.04864 -0.14546 -1.32257 1.12 0.51 1.13 -0.043
C 2.06468 -0.78365 -1.63450 -0.84 -4.10 -2.22 0.042
H -2.56379 0.96933 0.83257 -0.21 -0.15 0.66 0.124
H -1.00640 -1.41177 0.05741 -1.03 3.77 0.16 0.230
H 0.43555 1.15518 1.66285 -0.88 -3.08 -1.16 0.219
H 1.51586 -1.51188 0.71144 -3.37 1.66 3.62 0.292
H -1.37362 1.62462 -0.29931 2.51 2.17 -0.08 0.057
H 2.44261 -1.92052 -2.28170 -1.04 4.55 2.38 0.171
O -2.22407 0.69428 -0.01588 0.31 -2.75 0.01 0.032
O 0.61154 -1.07254 1.62543 4.90 -1.60 -4.42 -0.096
O -0.29572 1.95704 -0.22252 0.02 -3.18 -1.94 -0.088